No. 1
Here is C6H10N2O3 in the gas phase from the Open Molecules 2025 dataset. Energies are from the ωB97M-V functional and the def2-TZVPD basis.

Structure (XYZ):
```
21
Properties=species:S:1:pos:R:3:forces:R:3
C -0.0261 1.1631 0.6371 -3.3 0.5 -0.2
C -1.3917 -1.3293 -1.2729 1.0 1.3 0.6
C 1.2044 1.9981 0.4737 -1.2 2.5 0.5
C 2.2280 1.0882 -0.1259 -3.7 -0.6 -3.6
C 1.6776 -0.2579 0.2717 2.1 -1.2 1.3
C -0.5830 -1.1831 0.3676 -3.1 -2.7 -3.2
N 0.2858 -0.0975 0.3352 -0.2 0.0 0.4
N -2.7376 -1.4666 -1.1633 -0.1 0.0 -0.2
O -1.2069 1.4938 0.8549 1.6 0.2 0.0
O -0.7626 -1.2174 -2.3032 0.0 -0.4 0.8
O -1.6089 -1.2356 1.3300 1.3 -0.6 -0.1
H 0.8238 2.8799 -0.1180 0.9 -0.8 0.4
H 1.5292 2.4186 1.4480 -0.3 -0.3 -0.4
H 2.1934 1.1252 -1.2672 0.4 0.3 1.5
H 3.1319 1.2467 0.2595 3.8 0.6 1.1
H 1.8748 -1.0324 -0.4775 0.6 -0.1 0.7
H 2.0452 -0.4066 1.3542 -0.1 -0.8 -1.6
H -0.0890 -2.1905 0.3461 0.0 1.3 0.5
H -3.0118 -1.1660 -0.2576 -0.9 -0.3 0.5
H -3.4377 -1.3764 -1.9181 1.2 0.0 0.5
H -2.1389 -0.4541 1.2258 -0.1 1.2 0.3
```
Forces are in eV/Å.

The relative energy (zero: lowest compared OMol25 entry of this formula, charge and spin) comes out at 1.7170 eV. The LUMO energy comes out at 0.82 eV. As for the SMILES: NC(=O)[C@H](O)N1CCCC1=O. The value obtained for the orbital gap is 9.64 eV. The energy comes out at -15506.2896 eV.

No. 2
Here is C16H15N6O3Ti as an isolated structure from the Open Molecules 2025 dataset. Energies are from the ωB97M-V functional and the def2-TZVPD basis.

Structure (XYZ):
```
41
Properties=species:S:1:pos:R:3:forces:R:3
Ti -1.4645 0.7330 0.5117 -1.8 -2.2 -0.5
C -2.3703 0.1789 -1.5801 -0.1 0.0 -0.7
N -3.0999 0.0270 1.0966 0.2 -0.2 0.4
C -3.1770 -1.3981 1.4125 0.0 0.1 0.0
C -1.7633 -1.8410 1.5853 0.1 0.3 0.3
N -0.7898 -0.9600 1.3270 0.4 -0.5 0.4
C 0.4157 -1.5606 1.7435 -0.2 0.2 -0.2
C 1.7107 -1.0658 1.7964 0.0 0.0 0.0
C 2.6808 -1.9047 2.3067 0.0 0.0 0.0
C 2.3709 -3.1990 2.7521 0.0 0.0 0.0
C 1.0803 -3.6883 2.7196 0.0 0.0 0.0
C 0.1169 -2.8305 2.2109 -0.2 -0.2 0.1
N -1.2767 -2.9612 2.0945 0.1 -0.3 -0.1
C -1.1887 0.7820 -1.9541 0.6 -0.1 -0.3
N -0.1161 0.6800 -1.1043 0.3 -0.2 -0.3
C 0.9238 1.3262 -1.6862 0.0 0.1 0.0
C 2.2533 1.5048 -1.2689 -0.1 0.0 0.0
C 3.0728 2.1848 -2.1200 0.0 0.1 -0.2
C 2.6086 2.7120 -3.3746 0.2 0.0 0.1
C 1.3147 2.5750 -3.7985 -0.1 0.0 0.1
C 0.4677 1.8880 -2.9294 0.1 0.0 -0.1
N -0.8496 1.5665 -3.0262 -0.3 0.2 0.2
H -3.2890 0.4617 -2.0751 -0.1 -0.1 0.1
H -2.2877 -0.8604 -1.2769 0.0 0.0 0.3
H -4.0062 0.4831 1.0773 0.0 0.0 -0.1
H -3.6871 -1.9787 0.6362 0.0 0.0 -0.1
H -3.7262 -1.5652 2.3426 0.0 0.0 0.0
H 1.9398 -0.0536 1.4968 0.0 0.0 0.0
H 3.7013 -1.5557 2.3830 0.0 0.0 0.0
H 3.1605 -3.8221 3.1483 0.0 0.0 0.0
H 0.8405 -4.6782 3.0828 0.0 0.0 0.0
H -1.8224 -3.7655 2.3691 0.0 0.0 0.0
H 2.6124 1.1062 -0.3331 0.0 0.0 0.0
H 4.1113 2.3308 -1.8551 0.0 0.0 0.0
H 3.3149 3.2385 -4.0028 0.0 0.0 0.0
H 0.9714 2.9844 -4.7380 0.0 0.0 0.0
H -1.4678 1.8068 -3.7885 0.0 -0.1 0.0
O -0.0210 3.6577 0.3133 0.2 0.5 0.0
N -0.7779 2.8582 0.6898 -0.5 0.5 0.8
O -0.5320 1.9806 1.6496 0.6 1.0 -0.3
O -1.9550 2.6226 0.1657 0.7 0.7 0.0
```
Forces are in eV/Å.

The total charge is +2. The spin multiplicity is 2. The relative energy (zero: lowest compared OMol25 entry of this formula, charge and spin) comes out at 2.3910 eV. The LUMO energy (spin up / spin down) comes out at -7.73 / -9.71 eV. The value obtained for the orbital gap (spin up / spin down) is 7.31 / 5.34 eV. The energy comes out at -55017.0028 eV.

No. 3
Here is a 7-piece molecular cluster, C57H108N3O11P overall from the Open Molecules 2025 dataset. Energies are from the ωB97M-V functional and the def2-TZVPD basis.

Structure (XYZ):
```
180
Properties=species:S:1:pos:R:3:forces:R:3
C 1.0862 -2.2588 3.8011 -0.1 -0.1 -0.1
C 0.2561 -2.7312 2.6039 0.4 0.3 0.2
C 1.1614 -3.1688 1.4434 -0.7 -0.3 0.2
C 0.6377 -2.8218 0.0363 0.8 -0.1 0.0
C 1.1872 -1.5363 -0.5569 -0.3 0.1 0.3
C 0.3005 -0.5195 -0.9661 0.2 0.4 0.0
C -1.2097 -0.6962 -0.9337 0.6 -0.1 0.0
C -1.8689 -0.3043 0.3765 -0.8 0.0 -0.2
C -3.3675 -0.5602 0.4014 0.1 0.0 -0.4
O -3.9849 -0.5529 1.4246 -0.2 -0.2 0.6
N -4.0336 -0.8539 -0.8531 0.4 0.0 -0.3
C -4.7737 0.2621 -1.3612 -0.4 0.6 -0.5
C -6.1280 0.4467 -1.0866 -0.2 0.2 -0.2
C -6.8122 1.5420 -1.6145 0.1 0.3 -0.3
C -6.1714 2.5002 -2.4043 0.1 -0.8 0.4
C -4.8277 2.3112 -2.6761 0.0 -0.1 0.0
C -4.1528 1.2090 -2.1734 0.2 -0.1 0.0
C 0.8122 0.7092 -1.4484 0.0 0.1 -0.6
P -0.2743 2.0954 -1.9177 -0.8 0.6 1.2
N -1.3647 2.4730 -0.8438 0.2 -0.2 -0.2
C 2.1840 0.8745 -1.5416 -0.3 0.0 -0.1
C 3.0366 -0.1543 -1.1847 0.2 -0.2 -0.1
C 2.5881 -1.3726 -0.6959 -0.1 0.0 -0.1
C 3.6370 -2.4155 -0.3760 0.0 -0.4 -0.4
C 3.4517 -3.8155 -1.0061 0.2 0.3 0.1
C 2.9238 -3.8006 -2.4314 0.2 -0.3 -0.2
C 2.6375 -5.1830 -3.0312 -0.4 0.0 0.2
C 1.7812 -6.1160 -2.1698 -0.4 -0.3 -0.4
C 0.2576 -5.8753 -2.3006 0.5 0.0 0.6
C -0.5595 -7.1225 -2.6364 -0.6 0.9 -0.3
O -1.0563 -7.7808 -1.4881 0.4 -0.3 -0.1
C -2.2116 -7.1782 -0.9737 -0.1 0.0 0.3
C 4.4378 0.3325 -1.4318 -1.1 0.3 0.5
O 5.4496 -0.2614 -1.6112 1.0 -0.4 0.3
N 4.3349 1.7490 -1.5324 0.2 0.0 -0.7
C 4.9097 2.5620 -0.5168 0.3 0.2 0.5
O 3.9852 2.6458 0.5611 0.0 -0.2 -0.2
C 4.5595 3.2518 1.6995 0.2 0.7 0.0
C 3.4835 3.8741 2.5464 -0.5 -0.6 0.9
C 2.6464 2.8182 3.3060 0.1 0.3 -0.6
C 3.0237 2.0460 -1.9810 0.0 -1.1 0.8
O 2.7377 2.9979 -2.6310 -0.3 1.0 -0.3
H 0.5628 -2.3784 4.7459 -0.1 0.1 0.1
H 2.0169 -2.8180 3.8775 0.1 -0.1 0.0
H 1.3510 -1.2110 3.6761 0.1 0.1 0.1
H -0.3640 -1.9003 2.2869 -0.2 0.1 0.0
H -0.4082 -3.5316 2.9203 -0.1 -0.1 -0.2
H 1.2454 -4.2548 1.4948 0.2 -0.1 0.0
H 2.1519 -2.7814 1.6348 0.1 0.2 -0.2
H 0.9412 -3.6244 -0.6291 0.0 -0.1 -0.2
H -0.4424 -2.8485 0.0513 -0.2 0.1 0.0
H -1.4561 -1.7293 -1.1441 0.0 -0.2 -0.2
H -1.6326 -0.1380 -1.7617 -0.2 0.1 0.0
H -1.7487 0.7554 0.5869 0.2 0.1 0.0
H -1.4986 -0.8804 1.2154 0.2 0.0 0.1
H -4.6356 -1.6559 -0.7217 -0.2 0.1 0.3
H -6.6664 -0.2693 -0.4805 0.0 0.0 0.1
H -7.8679 1.6860 -1.4314 -0.1 -0.2 0.2
H -6.7033 3.3505 -2.7976 -0.1 0.1 0.0
H -4.2920 3.0146 -3.2935 0.1 0.1 0.0
H -3.1125 1.0887 -2.4273 0.1 0.0 0.0
H -0.8637 1.7279 -3.1472 0.4 -0.2 -0.1
H 0.5792 3.1719 -2.1626 0.2 -0.3 -0.5
H -1.2558 3.4253 -0.5210 0.0 0.0 0.1
H 4.5841 -2.0350 -0.7321 0.1 0.1 -0.1
H 3.7627 -2.5430 0.6952 0.0 0.1 0.2
H 2.8758 -4.4372 -0.3286 -0.2 -0.1 -0.1
H 4.4442 -4.2629 -1.0454 0.1 -0.2 0.1
H 3.6867 -3.3307 -3.0535 0.0 0.2 -0.1
H 2.0288 -3.1897 -2.5382 -0.2 0.1 0.2
H 3.5462 -5.7006 -3.3327 0.3 0.1 0.2
H 2.0717 -5.0144 -3.9486 0.1 0.0 -0.2
H 1.9774 -7.1339 -2.5079 0.1 -0.1 0.0
H 2.0430 -6.1064 -1.1163 0.3 0.0 0.0
H 0.0635 -5.0520 -2.9877 -0.1 -0.1 -0.3
H -0.1001 -5.5287 -1.3321 -0.2 0.1 0.1
H -1.4182 -6.8130 -3.2435 -0.1 -0.1 -0.1
H 0.0276 -7.8080 -3.2416 0.0 -0.3 0.2
H -2.0695 -6.1237 -0.7234 0.1 0.1 -0.1
H -2.4548 -7.6903 -0.0479 0.0 -0.1 0.1
H -3.0642 -7.2626 -1.6532 0.0 0.0 -0.2
H 5.8292 2.0968 -0.1588 0.2 -0.1 -0.2
H 5.1421 3.5669 -0.8689 -0.1 0.1 -0.2
H 5.2552 4.0447 1.3985 0.1 0.0 -0.2
H 5.1417 2.5295 2.2794 0.0 -0.2 0.0
H 2.8225 4.4809 1.9339 0.1 0.2 -0.1
H 3.9381 4.5206 3.2934 0.3 0.2 -0.1
H 1.7487 2.5919 2.7372 -0.1 -0.2 0.1
H 3.2169 1.8985 3.4061 0.0 -0.2 0.2
H 2.3562 3.1650 4.2926 -0.1 0.0 0.1
C 4.5882 -10.0359 -3.5336 0.1 0.0 0.1
C 5.0345 -8.5840 -3.5632 0.0 -0.1 -0.1
O 5.6177 -8.1373 -2.3535 -0.1 0.2 0.1
C 6.7872 -8.8171 -1.9373 0.1 -0.1 0.0
C 7.9378 -8.7315 -2.9260 -0.1 0.0 -0.1
H 3.9107 -10.2092 -2.6963 0.0 0.0 0.0
H 4.0736 -10.2903 -4.4607 0.0 0.0 0.0
H 5.4315 -10.7191 -3.4234 0.0 0.0 -0.1
H 4.1645 -7.9442 -3.7165 0.0 0.0 0.0
H 5.7123 -8.4030 -4.4053 0.0 0.0 0.0
H 6.5587 -9.8628 -1.7014 0.0 0.0 0.0
H 7.0796 -8.3434 -1.0001 -0.1 0.0 0.0
H 7.7087 -9.2387 -3.8644 0.0 0.0 0.0
H 8.8287 -9.1986 -2.5055 0.0 0.0 0.0
H 8.1647 -7.6899 -3.1574 0.0 0.0 0.0
C -2.4802 5.9123 -1.1777 -0.1 0.0 0.1
C -3.2392 5.8695 -2.4928 0.1 0.1 0.1
O -4.6411 5.7400 -2.3324 -0.1 -0.2 -0.2
C -5.2936 6.7756 -1.6267 0.0 0.1 0.1
C -5.1657 8.1437 -2.2764 0.1 0.0 -0.1
H -2.7233 5.0380 -0.5707 0.0 0.0 -0.1
H -1.4054 5.9236 -1.3671 0.0 0.0 0.0
H -2.7239 6.8013 -0.5932 0.1 0.0 0.0
H -2.9238 4.9909 -3.0565 -0.1 0.0 0.0
H -2.9951 6.7392 -3.1114 0.0 0.0 0.0
H -4.9475 6.8086 -0.5870 0.0 0.0 0.0
H -6.3457 6.4881 -1.5957 0.0 -0.1 0.0
H -4.1332 8.4961 -2.2842 0.0 0.0 0.0
H -5.7627 8.8758 -1.7311 0.0 0.0 0.0
H -5.5129 8.1084 -3.3100 0.0 0.0 0.0
C -1.3302 0.2134 5.9364 0.1 0.1 0.0
C -0.5732 -0.1389 7.2064 -0.2 0.0 0.0
O 0.8358 -0.1149 7.0611 0.1 -0.1 0.1
C 1.3983 1.1288 6.6880 0.1 0.1 -0.1
C 1.1422 2.2515 7.6792 -0.1 -0.1 0.1
H -1.0215 -0.4348 5.1147 0.0 0.0 0.0
H -2.4024 0.0937 6.0921 0.0 0.0 0.0
H -1.1532 1.2450 5.6283 -0.1 0.0 0.0
H -0.8165 -1.1599 7.5019 0.1 0.0 0.0
H -0.8845 0.5087 8.0339 0.0 0.0 0.0
H 1.0595 1.4138 5.6851 0.0 0.0 0.0
H 2.4725 0.9521 6.6133 0.0 -0.1 0.0
H 0.0823 2.5002 7.7489 0.0 0.0 0.0
H 1.6750 3.1522 7.3721 0.0 0.0 0.0
H 1.4827 1.9655 8.6754 0.0 0.0 0.0
C -12.4683 3.5919 -0.4966 0.1 0.1 -0.1
C -11.6188 3.1465 0.6821 -0.1 0.0 0.0
O -10.2434 3.0094 0.3815 0.1 -0.1 0.0
C -9.5829 4.1814 -0.0582 0.1 0.1 -0.1
C -9.6015 5.3190 0.9486 -0.1 0.0 0.1
H -12.3299 2.9177 -1.3429 0.0 0.0 0.0
H -13.5229 3.5947 -0.2195 0.0 0.0 0.0
H -12.2095 4.5984 -0.8287 0.0 0.0 0.0
H -11.9438 2.1585 1.0089 0.1 0.0 0.0
H -11.7599 3.8203 1.5350 0.0 0.0 0.0
H -9.9907 4.5107 -1.0214 0.0 0.0 0.0
H -8.5503 3.8832 -0.2438 0.0 -0.1 0.0
H -10.6122 5.6887 1.1293 0.0 0.0 0.0
H -9.0031 6.1538 0.5821 0.0 0.0 0.0
H -9.1928 4.9877 1.9041 0.0 0.0 0.0
C 1.3760 5.9333 -3.8034 0.0 0.1 -0.1
C 0.3624 5.6433 -4.8975 0.1 0.0 0.0
O -0.6534 6.6224 -5.0219 -0.2 -0.1 0.0
C -0.2279 7.9333 -5.3412 0.1 0.1 0.0
C 0.5077 8.0393 -6.6662 0.0 -0.1 0.0
H 0.8723 6.0822 -2.8463 0.0 0.0 0.0
H 2.0728 5.0995 -3.7071 -0.1 0.0 0.0
H 1.9582 6.8316 -4.0143 0.0 0.0 0.0
H -0.1601 4.7139 -4.6664 -0.1 0.0 0.0
H 0.8658 5.4884 -5.8584 0.0 0.0 0.0
H 0.3803 8.3475 -4.5285 0.0 0.0 0.0
H -1.1389 8.5311 -5.3849 -0.1 -0.1 0.0
H 1.4537 7.4961 -6.6524 0.0 0.0 0.0
H 0.7278 9.0834 -6.8904 0.0 0.0 0.0
H -0.1004 7.6285 -7.4733 0.0 0.0 0.0
C 7.3320 -3.1037 5.8805 -0.1 0.0 0.1
C 6.4414 -2.6338 4.7428 0.1 0.1 0.0
O 5.2040 -3.3142 4.6613 -0.1 -0.1 -0.1
C 4.3576 -3.2037 5.7929 -0.1 0.0 0.1
C 3.9480 -1.7798 6.1236 0.1 0.1 0.0
H 7.4944 -4.1805 5.8179 0.0 0.0 0.0
H 8.2981 -2.6001 5.8336 0.0 0.0 0.0
H 6.8932 -2.8904 6.8562 0.0 0.1 0.0
H 6.9399 -2.8233 3.7916 -0.1 0.0 0.0
H 6.2807 -1.5508 4.8019 0.0 0.0 0.1
H 4.8169 -3.6851 6.6638 0.0 0.0 0.0
H 3.4698 -3.7877 5.5488 0.0 0.0 -0.1
H 4.8033 -1.1711 6.4244 0.0 0.0 0.1
H 3.2282 -1.7756 6.9429 0.0 0.0 0.0
H 3.4880 -1.3013 5.2575 0.0 0.0 0.0
```
Forces are in eV/Å.

The LUMO energy comes out at -0.19 eV. As for the SMILES: CCCCc1c(CCC(=O)Nc2ccccc2)c([PH2]=N)c2c(c1CCCCCCCOC)C(=O)N(COCCC)C2=O.CCOCC.CCOCC.CCOCC.CCOCC.CCOCC.CCOCC. The value obtained for the orbital gap is 8.13 eV. The energy comes out at -97138.2769 eV.

No. 4
Here is C33H32F9N6O5PbS3Sb as an isolated structure from the Open Molecules 2025 dataset. Energies are from the ωB97M-V functional and the def2-TZVPD basis.

Structure (XYZ):
```
90
Properties=species:S:1:pos:R:3:forces:R:3
Pb -0.0808 -1.5325 -0.9216 0.5 -0.4 0.4
F -3.9826 -0.7264 1.2099 -0.1 -0.8 0.4
C -4.3437 0.3404 0.5288 0.7 0.8 -0.5
F -5.6169 0.3077 0.2591 -0.5 -0.1 -0.2
F -4.0635 1.4168 1.2574 0.0 0.3 0.3
S -3.3020 0.4577 -1.0070 0.7 0.0 0.3
O -1.9126 0.4286 -0.4852 -1.0 -0.5 -0.5
O -3.6763 1.6348 -1.6966 -0.2 0.5 -0.1
N -3.7384 -0.8082 -1.8420 0.2 0.1 0.8
S -2.9929 -2.1657 -1.7900 0.4 -0.8 0.5
O -2.2001 -2.3883 -2.9670 -0.1 -0.2 0.1
O -2.1999 -2.4693 -0.5319 -0.8 0.6 -0.9
C -4.4037 -3.4038 -1.7020 0.1 -0.2 -0.9
F -4.9838 -3.4098 -0.5357 0.2 0.1 1.0
F -3.8614 -4.5857 -1.9695 0.1 0.0 0.2
F -5.3221 -3.1267 -2.5999 0.2 0.3 -0.5
F 5.5381 7.7448 -1.9341 -0.4 -0.2 0.2
C 4.5210 6.9174 -1.7183 -0.9 -1.0 -0.1
C 4.5831 5.6003 -2.2499 0.9 1.6 0.2
C 3.5334 4.7393 -2.0799 0.0 0.0 0.1
C 2.4305 5.1420 -1.3414 0.0 -0.2 -0.1
C 2.3879 6.4240 -0.7961 -1.1 -0.2 0.4
C 3.3841 7.3509 -0.9874 1.8 -0.9 -1.1
Sb 0.8304 3.8209 -1.0617 0.5 0.7 0.6
C -0.8434 3.9980 -2.2270 0.1 0.2 0.0
C -0.8356 3.3740 -3.4616 -0.6 -0.6 -0.9
C -1.9700 3.4487 -4.2743 0.0 0.8 0.9
C -3.0439 4.2500 -3.8320 0.0 -1.0 -0.8
F -4.1235 4.3784 -4.6219 0.6 -0.1 0.4
C -3.0679 4.8452 -2.5960 0.7 0.4 0.4
C -1.9237 4.7463 -1.7989 -0.9 0.4 0.8
C 0.4048 3.6828 0.9931 0.1 0.2 -1.3
C -0.7010 2.9308 1.3171 0.7 0.2 1.5
C -0.9379 2.6960 2.6675 -0.8 -0.4 -0.3
C -0.0749 3.2086 3.6064 1.3 0.4 0.1
F -0.2100 2.8658 4.8894 -0.4 0.0 0.0
C 1.0253 4.0224 3.2878 -0.8 -0.1 -0.8
C 1.2322 4.2779 1.9280 0.8 0.3 0.7
H 5.4634 5.2711 -2.8012 -0.2 0.3 0.1
H 3.6506 3.7790 -2.5436 -0.3 -0.4 0.0
H 1.5176 6.6903 -0.1993 0.1 0.2 -0.1
H 3.3619 8.3538 -0.6264 -0.2 0.4 0.3
H 0.0231 2.7818 -3.7846 -0.3 0.1 0.0
H -2.0275 2.9193 -5.2053 0.0 0.0 -0.3
H -3.9351 5.4104 -2.2801 0.1 0.0 0.0
H -1.9386 5.2311 -0.8049 0.1 -0.3 -0.6
H -1.2842 2.4944 0.5619 -1.0 -0.6 -0.7
H -1.7915 2.0972 2.9740 0.2 0.1 0.0
H 1.6388 4.4397 4.0769 0.0 -0.1 -0.1
H 2.0573 4.9149 1.5779 -0.3 -0.3 0.4
N -0.0304 -0.4906 5.5764 -0.1 0.3 0.8
C 0.0512 -0.7233 4.2637 0.5 -0.3 -0.1
C 1.2676 -0.9239 3.5588 0.7 0.7 -0.5
C 1.2330 -1.1237 2.1882 0.0 -0.3 0.9
N 0.0986 -1.3023 1.4871 0.1 0.2 -0.2
C -1.0448 -1.1830 2.1802 -0.6 0.0 -0.2
C -1.1186 -0.8522 3.5045 -0.5 -0.3 -0.1
H 0.7583 -0.4573 6.1959 0.3 0.0 -0.3
H -0.9036 -0.2673 6.0369 0.1 -0.2 -0.4
H 2.2903 -0.7850 3.9669 -1.1 -0.2 0.2
H 2.1930 -1.2274 1.6963 -0.1 0.0 -0.4
H -1.9611 -1.3814 1.6292 0.3 0.1 0.1
H -2.1034 -0.8074 3.9707 0.3 0.1 -0.1
N 1.5632 2.0746 -1.7561 0.0 0.4 0.4
C 2.4853 1.4157 -1.3435 -0.2 -0.5 -0.7
N 3.2613 0.5127 -1.0569 1.2 0.1 0.2
C 4.6050 0.4546 -1.2785 0.0 -0.3 0.1
N 5.7401 0.2758 -1.4249 -1.1 0.3 0.1
C -0.7440 -7.2886 -2.5226 -0.3 0.4 -1.3
C 0.5962 -6.6542 -2.2847 0.6 1.0 -0.6
C 0.9545 -6.3471 -0.8505 0.2 0.5 0.7
S -0.0558 -5.0155 -0.0991 0.0 -0.6 0.2
O 0.6530 -3.7192 -0.5114 0.2 0.6 -0.1
C 0.2731 -5.2617 1.7084 -0.6 0.3 -0.5
C 1.4627 -4.5684 2.3290 0.2 -0.4 0.1
C 2.8311 -5.1804 2.0240 -0.4 -0.4 0.3
H -0.8547 -7.5524 -3.5926 0.1 0.3 0.5
H -1.5653 -6.6215 -2.2785 -0.1 0.1 0.1
H -0.8764 -8.2044 -2.0043 0.0 -0.9 0.8
H 0.7046 -5.7265 -2.8738 -0.2 -0.2 0.1
H 1.3992 -7.2709 -2.6820 0.1 -0.3 0.1
H 2.0017 -6.0166 -0.7295 -0.4 -0.2 0.0
H 0.7456 -7.2007 -0.2146 0.1 -0.3 0.2
H 0.3302 -6.3316 1.7969 0.0 -0.6 0.2
H -0.6631 -4.9375 2.1852 0.2 0.0 -0.2
H 1.2778 -4.5699 3.4202 0.1 0.0 -0.4
H 1.4553 -3.5426 2.0190 0.0 0.6 -0.1
H 2.8042 -6.2616 2.2442 0.2 0.4 0.0
H 3.5569 -4.6960 2.6817 0.2 -0.2 -0.2
H 3.1342 -5.0585 0.9795 0.0 0.1 0.2
```
Forces are in eV/Å.

The total charge is +2. The relative energy (zero: lowest compared OMol25 entry of this formula, charge and spin) comes out at 0.0000 eV. The LUMO energy comes out at -5.36 eV. The value obtained for the orbital gap is 8.79 eV. The energy comes out at -122650.0985 eV.